Molecular formula: C4H6O2
Method: DFT, wB97M-V/def2-TZVPD

Output
SMILES string = C[C@H]1O[C@H]1C=O
Relative energy (zero: lowest compared OMol25 entry of this formula, charge and spin) = 430.32 kJ/mol
Molecular weight = 86.090 g mol⁻¹
HOMO-LUMO gap = 11.004 eV
Energy = -306.3424 a.u.

Last column: natural (NBO) charge in e.
Geometry (Å):
1 C 0.817 0.766 1.066  -0.678
2 C -0.611 0.416 0.695  -0.008
3 O -1.096 0.767 -0.880  -0.531
4 C -0.892 -0.538 -0.393  -0.082
5 C 0.237 -1.127 -1.196  0.419
6 O 0.341 -2.307 -1.401  -0.497
7 H 1.185 0.069 1.835  0.240
8 H 1.519 0.702 0.222  0.229
9 H 0.874 1.769 1.491  0.231
10 H -1.515 1.120 0.409  0.353
11 H -1.750 -1.203 -0.320  0.202
12 H 0.930 -0.380 -1.640  0.121